Computed, not measured: one molecule with the formula C18H14ClNO4S, with wB97M-V/def2-TZVPD.

Computed properties:
- ΔE to the lowest compared entry with this formula, charge and spin (kJ/mol) = 1328.87
- 2S+1 = 1
- structure (SMILES) = O=C(O[C@@H](C(=O)NCc1cccs1)c1ccccc1Cl)c1ccco1
- E (eV) = -51918.182

Element x y z (Å)
O  1.721  3.248  -0.096
C  1.985  2.120  0.240
O  0.985  1.669  0.925
C  0.841  0.178  1.301
C  -0.547  -0.241  2.042
O  -0.788  -1.108  2.765
N  -1.430  0.915  1.603
C  -2.973  0.602  1.908
C  -3.863  0.477  0.924
C  -4.940  1.057  0.480
C  -5.480  0.539  -0.652
C  -4.582  -0.231  -1.654
S  -3.104  -0.696  -0.462
C  0.871  -0.902  -0.010
C  0.234  -0.426  -1.020
C  0.208  -1.318  -1.993
C  0.835  -2.431  -2.167
C  1.355  -2.831  -0.938
C  1.440  -2.044  0.236
Cl  2.040  -2.334  1.745
C  3.044  1.373  -0.131
C  4.112  1.819  -0.845
C  5.057  0.664  -0.790
C  4.586  -0.179  0.151
O  3.462  0.445  0.646
H  1.501  -0.057  2.178
H  -1.314  1.648  1.212
H  -3.282  1.431  2.618
H  -2.946  -0.163  2.601
H  -5.534  1.618  1.152
H  -6.305  0.980  -1.295
H  -4.678  -1.084  -2.357
H  -0.158  0.628  -1.291
H  -0.117  -0.781  -3.056
H  0.884  -3.306  -3.002
H  1.741  -3.741  -0.842
H  4.061  2.700  -1.462
H  6.007  0.776  -1.030
H  5.069  -1.011  0.366

***

Computed, not measured: a 10-piece molecular cluster, C73H63F9N2O2S overall, with wB97M-V/def2-TZVPD.

Computed properties:
- 2S+1 = 1
- structure (SMILES) = C=CCc1cc2c(c(N(C(C)=O)C(C)=O)c1)Sc1ccccc1N2.Fc1ccccc1.Fc1ccccc1.Fc1ccccc1.Fc1ccccc1.Fc1ccccc1.Fc1ccccc1.Fc1ccccc1.Fc1ccccc1.Fc1ccccc1
- E (eV) = -119088.449

Element x y z (Å)
C  -1.105  3.785  3.617
C  -0.444  4.451  4.614
C  1.081  4.573  4.551
C  1.628  3.165  4.589
C  1.920  2.501  5.761
C  2.390  1.182  5.765
C  2.566  0.528  4.552
C  2.304  1.191  3.344
N  2.471  0.640  2.015
C  1.379  -0.190  1.521
C  0.652  -1.200  2.369
O  1.055  -0.027  0.384
C  3.741  0.082  1.767
C  4.973  0.923  1.911
O  3.836  -1.074  1.428
C  1.848  2.495  3.394
S  3.167  -1.152  4.564
C  2.570  -1.703  6.138
C  2.316  -3.048  6.373
C  1.902  -3.511  7.611
C  1.733  -2.583  8.632
C  1.976  -1.241  8.402
C  2.397  -0.777  7.157
N  2.659  0.602  7.020
H  -1.631  2.846  3.769
H  -1.102  4.156  2.594
H  -0.973  4.889  5.456
H  1.381  4.998  3.593
H  1.397  5.156  5.414
H  1.777  3.007  6.711
H  1.327  -2.009  2.626
H  0.193  -0.741  3.244
H  -0.144  -1.603  1.751
H  5.694  0.562  1.185
H  5.405  0.712  2.891
H  4.811  1.988  1.773
H  1.645  3.016  2.467
H  2.489  -3.726  5.547
H  1.751  -4.571  7.745
H  1.432  -2.936  9.608
H  1.830  -0.559  9.231
H  2.213  1.126  7.757
F  0.751  6.119  1.746
C  0.144  6.214  0.541
C  0.790  5.685  -0.556
C  0.170  5.749  -1.791
C  -1.074  6.349  -1.919
C  -1.705  6.885  -0.803
C  -1.095  6.813  0.444
H  1.761  5.223  -0.437
H  0.658  5.326  -2.658
H  -1.547  6.391  -2.885
H  -2.674  7.357  -0.901
H  -1.574  7.212  1.330
F  4.701  -4.030  4.381
C  4.383  -4.766  3.294
C  3.631  -4.186  2.294
C  3.308  -4.943  1.177
C  3.726  -6.263  1.084
C  4.480  -6.829  2.105
C  4.820  -6.075  3.218
H  3.312  -3.158  2.388
H  2.725  -4.500  0.380
H  3.464  -6.853  0.215
H  4.801  -7.859  2.034
H  5.412  -6.492  4.022
F  -5.102  8.993  -1.365
C  -5.009  9.370  -0.075
C  -5.041  10.714  0.237
C  -4.949  11.096  1.568
C  -4.815  10.136  2.562
C  -4.780  8.790  2.227
C  -4.882  8.401  0.899
H  -5.138  11.447  -0.554
H  -4.980  12.145  1.828
H  -4.739  10.439  3.598
H  -4.671  8.040  3.000
H  -4.865  7.356  0.619
F  2.246  -9.025  2.070
C  1.170  -8.448  2.647
C  1.277  -7.166  3.149
C  0.162  -6.583  3.736
C  -1.034  -7.285  3.823
C  -1.117  -8.574  3.314
C  -0.010  -9.162  2.716
H  2.213  -6.637  3.082
H  0.229  -5.576  4.129
H  -1.892  -6.829  4.281
H  -2.046  -9.125  3.382
H  -0.057  -10.163  2.307
F  -0.529  6.693  -4.794
C  -0.922  5.807  -5.734
C  -1.762  6.207  -6.752
C  -2.147  5.270  -7.702
C  -1.697  3.958  -7.610
C  -0.856  3.578  -6.571
C  -0.460  4.512  -5.626
H  -2.106  7.232  -6.798
H  -2.799  5.564  -8.513
H  -2.005  3.230  -8.348
H  -0.509  2.555  -6.496
H  0.200  4.249  -4.811
F  1.772  3.380  -3.634
C  2.074  2.102  -3.966
C  2.594  1.837  -5.217
C  2.905  0.525  -5.545
C  2.686  -0.495  -4.627
C  2.158  -0.203  -3.377
C  1.851  1.106  -3.038
H  2.751  2.647  -5.918
H  3.319  0.298  -6.519
H  2.926  -1.516  -4.885
H  1.983  -0.996  -2.662
H  1.446  1.354  -2.064
F  -1.231  0.851  -9.901
C  -0.825  1.576  -10.964
C  -0.849  1.000  -12.218
C  -0.435  1.752  -13.308
C  0.004  3.057  -13.130
C  0.024  3.615  -11.859
C  -0.399  2.873  -10.766
H  -1.187  -0.021  -12.335
H  -0.454  1.317  -14.299
H  0.330  3.639  -13.982
H  0.369  4.631  -11.716
H  -0.396  3.291  -9.770
F  -3.643  -7.575  5.133
C  -4.763  -7.962  4.486
C  -5.757  -8.607  5.195
C  -6.908  -8.999  4.526
C  -7.044  -8.752  3.167
C  -6.030  -8.107  2.473
C  -4.879  -7.702  3.136
H  -5.627  -8.796  6.252
H  -7.699  -9.499  5.069
H  -7.941  -9.063  2.649
H  -6.133  -7.917  1.414
H  -4.080  -7.190  2.615
F  1.736  -3.600  -4.518
C  0.808  -4.050  -3.648
C  -0.516  -4.076  -4.035
C  -1.466  -4.542  -3.138
C  -1.083  -4.965  -1.872
C  0.255  -4.926  -1.502
C  1.212  -4.470  -2.397
H  -0.794  -3.734  -5.023
H  -2.508  -4.575  -3.428
H  -1.827  -5.324  -1.174
H  0.554  -5.251  -0.515
H  2.261  -4.439  -2.132